# C4H8O2

A single C4H8O2 molecule (ωB97M-V/def2-TZVPD, the Open Molecules 2025 dataset).

Cartesian coordinates (Å):
H: -0.220 -0.329 -2.093
C: 1.036 0.462 0.461
H: 1.605 1.366 0.671
H: 2.809 -0.675 0.849
C: -0.249 0.642 -0.214
H: -0.710 -1.379 -0.772
H: -1.509 1.320 1.493
H: -0.089 0.328 1.512
O: -1.186 0.453 1.187
H: -0.477 1.674 -0.493
H: -1.855 -0.149 -1.409
C: 1.798 -0.766 0.391
O: 1.444 -1.846 -0.064
C: -0.811 -0.372 -1.172

Computed properties:
highest occupied orbital energy = -8.6 eV
multiplicity = 1
energy above the lowest of the compared OMol25 structures with the same formula, charge and spin = 343.70 kJ/mol
lowest unoccupied orbital energy = 0.392 eV

Here are the Löwdin charges for atoms 1 to 8, given in e: number 1, H, carries 0.10; number 2, C, carries -0.18; number 3, H, carries 0.09; number 4, H, carries 0.11; number 5, C, carries -0.25; number 6, H, carries 0.08; number 7, H, carries 0.11; number 8, H, carries 0.15

---

# C4H8O2

A single C4H8O2 molecule (ωB97M-V/def2-TZVPD, the Open Molecules 2025 dataset).

Cartesian coordinates (Å):
O: 1.874 -1.260 -0.453
H: -1.206 -0.100 1.806
H: 1.183 -1.889 -0.202
H: 1.048 0.864 1.235
H: -1.135 2.036 0.760
H: -1.915 -1.370 -0.330
H: -1.242 1.218 -0.871
C: 0.438 0.493 0.420
C: -0.878 1.170 0.147
H: 0.538 -0.180 -1.627
C: 1.207 -0.059 -0.759
O: -1.068 -1.390 0.127
H: 1.978 0.661 -1.046
C: -0.823 -0.194 0.794

Computed properties:
highest occupied orbital energy = -10.1 eV
structure (SMILES) = OC[C@H]1C[C@H]1O
multiplicity = 1
energy above the lowest of the compared OMol25 structures with the same formula, charge and spin = 192.07 kJ/mol
lowest unoccupied orbital energy = 0.788 eV

Here are the Löwdin charges for atoms 1 to 8, given in e: number 1, O, carries -0.05; number 2, H, carries 0.14; number 3, H, carries 0.08; number 4, H, carries 0.14; number 5, H, carries 0.11; number 6, H, carries 0.11; number 7, H, carries 0.10; number 8, C, carries -0.23

---

# C4H8O2

2 unconnected molecules or ions with the total composition C4H8O2 (ωB97M-V/def2-TZVPD, the Open Molecules 2025 dataset).

Cartesian coordinates (Å):
H: -2.770 2.710 -0.123
H: -0.443 1.287 -0.769
H: -0.243 -0.646 -1.544
C: 1.154 -1.836 1.382
H: 1.493 -0.276 -1.239
C: 0.437 -0.982 0.581
H: 1.547 -2.793 1.226
H: -0.407 -0.330 0.909
H: 0.897 -1.846 -1.515
H: 1.516 -1.369 2.341
C: -1.002 2.087 -0.300
O: -0.487 3.115 0.024
C: 0.593 -0.983 -0.928
O: -2.283 1.861 -0.046

Computed properties:
highest occupied orbital energy = -9.0 eV
structure (SMILES) = C=CC.O=CO
multiplicity = 1
energy above the lowest of the compared OMol25 structures with the same formula, charge and spin = 282.45 kJ/mol
lowest unoccupied orbital energy = 0.728 eV

Here are the Löwdin charges for atoms 1 to 8, given in e: number 1, H, carries 0.14; number 2, H, carries 0.09; number 3, H, carries 0.05; number 4, C, carries -0.01; number 5, H, carries 0.12; number 6, C, carries -0.22; number 7, H, carries 0.03; number 8, H, carries 0.09

---

# C4H8O2S2

3 unconnected molecules or ions with the total composition C4H8O2S2 (ωB97M-V/def2-TZVPD, the Open Molecules 2025 dataset).

Cartesian coordinates (Å):
C: -0.409 -0.797 1.837
H: -3.269 0.714 -0.767
H: 2.415 -0.183 0.324
H: -2.235 1.970 0.016
O: -0.733 -1.958 1.519
H: -2.639 2.172 -1.638
C: 2.120 -2.316 0.197
C: 2.154 -1.071 -0.237
S: -0.892 0.563 -1.284
H: 2.030 -0.799 -1.289
H: -1.263 -0.045 1.619
C: -2.446 1.405 -0.895
H: 2.517 -3.162 -0.343
H: 1.651 -2.553 1.141
O: 0.660 -0.285 2.257
S: 0.408 1.839 -0.746

Computed properties:
highest occupied orbital energy = -8.6 eV
multiplicity = 1
energy above the lowest of the compared OMol25 structures with the same formula, charge and spin = 612.42 kJ/mol
lowest unoccupied orbital energy = -4.305 eV

Here are the Löwdin charges for atoms 1 to 8, given in e: number 1, C, carries -0.63; number 2, H, carries 0.05; number 3, H, carries 0.03; number 4, H, carries 0.03; number 5, O, carries -0.05; number 6, H, carries 0.04; number 7, C, carries -0.05; number 8, C, carries -0.14

---

# C4H8O2S3

2 unconnected molecules or ions with the total composition C4H8O2S3 (ωB97M-V/def2-TZVPD, the Open Molecules 2025 dataset).

Cartesian coordinates (Å):
C: 1.598 -1.383 -0.937
C: -0.745 -0.001 -0.905
H: -0.204 1.310 2.228
H: -1.007 -0.393 -2.768
S: 2.785 -1.025 0.318
C: -0.305 0.497 1.508
H: -1.421 1.724 0.120
C: -0.521 1.081 0.101
O: 0.519 1.953 -0.241
S: 1.693 -2.783 0.114
H: 1.305 1.441 -0.468
H: 0.600 -0.109 1.533
H: 1.926 -1.455 -1.965
S: -1.649 -0.601 2.042
O: -0.779 0.349 -2.193
H: -2.602 0.326 2.099
H: -1.195 -0.930 -0.585

Computed properties:
highest occupied orbital energy (spin up / spin down) = -7.5 / -7.4 eV
multiplicity = 1
energy above the lowest of the compared OMol25 structures with the same formula, charge and spin = 66.68 kJ/mol
lowest unoccupied orbital energy (spin up / spin down) = -0.245 / -0.499 eV

Here are the Löwdin charges for atoms 1 to 8, given in e: number 1, C, carries -0.97; number 2, C, carries -0.10; number 3, H, carries 0.09; number 4, H, carries 0.13; number 5, S, carries 0.41; number 6, C, carries -0.50; number 7, H, carries 0.16; number 8, C, carries -0.46

---

# C4H8O3

2 unconnected molecules or ions with the total composition C4H8O3 (ωB97M-V/def2-TZVPD, the Open Molecules 2025 dataset).

Cartesian coordinates (Å):
C: -0.489 0.196 1.843
O: 0.562 -0.106 0.647
H: -1.042 -1.887 -0.325
H: 1.673 1.588 1.076
H: 0.533 1.737 -0.304
H: 0.205 0.483 2.677
C: 1.221 1.053 0.221
H: -1.810 -0.058 -1.796
C: -0.321 -1.428 -1.003
H: -0.838 -0.850 2.020
H: 2.043 0.772 -0.454
H: 0.614 -1.955 -1.218
O: -1.408 1.063 1.557
O: -0.129 -0.099 -2.952
C: -0.814 -0.509 -1.989

Computed properties:
highest occupied orbital energy (spin up / spin down) = -3.4 / -3.4 eV
multiplicity = 2
energy above the lowest of the compared OMol25 structures with the same formula, charge and spin = 115.50 kJ/mol
<S²> = 0.76
lowest unoccupied orbital energy (spin up / spin down) = 4.196 / 3.234 eV
net charge = -1

Here are the Löwdin charges for atoms 1 to 8, given in e: number 1, C, carries -0.47; number 2, O, carries -0.31; number 3, H, carries 0.06; number 4, H, carries 0.07; number 5, H, carries 0.08; number 6, H, carries 0.08; number 7, C, carries -0.19; number 8, H, carries 0.11

---

# C4H8O3

A single C4H8O3 molecule (ωB97M-V/def2-TZVPD, the Open Molecules 2025 dataset).

Cartesian coordinates (Å):
H: -1.795 -0.052 1.657
H: 1.663 -0.387 1.265
H: -1.879 -0.665 -0.005
H: 2.412 -0.590 -0.972
H: 0.382 -1.584 0.967
O: 0.587 0.006 -1.745
H: 1.190 -1.848 -1.232
O: -2.338 1.332 0.202
C: -1.611 0.213 0.600
O: 0.260 1.625 0.360
C: 0.851 -0.669 0.587
C: -0.129 0.477 0.525
C: 1.343 -0.823 -0.885
H: -1.678 2.043 0.120
H: 0.742 0.920 -1.446

Computed properties:
highest occupied orbital energy = -10.4 eV
structure (SMILES) = O=C(CO)CCO
multiplicity = 1
energy above the lowest of the compared OMol25 structures with the same formula, charge and spin = 152.30 kJ/mol
lowest unoccupied orbital energy = 0.783 eV

Here are the Löwdin charges for atoms 1 to 8, given in e: number 1, H, carries 0.14; number 2, H, carries 0.12; number 3, H, carries 0.14; number 4, H, carries 0.12; number 5, H, carries 0.12; number 6, O, carries -0.07; number 7, H, carries 0.12; number 8, O, carries -0.03

---

# C4H8O3

A single C4H8O3 molecule (ωB97M-V/def2-TZVPD, the Open Molecules 2025 dataset).

Cartesian coordinates (Å):
C: -0.734 -0.463 -0.356
H: 0.239 0.800 -1.799
H: 0.897 1.908 0.338
C: -0.772 0.631 -1.411
C: 1.142 0.913 0.752
C: -0.003 -0.055 0.958
H: 0.175 -2.125 -0.173
H: -1.173 1.574 -1.022
H: -1.396 0.307 -2.248
H: 1.443 -1.072 1.677
H: -1.765 -0.728 -0.070
H: -0.727 0.461 1.610
O: 0.480 -1.210 1.595
O: -0.081 -1.566 -0.925
O: 2.273 0.623 1.073

Computed properties:
highest occupied orbital energy = -10.3 eV
structure (SMILES) = C[C@@H](O)[C@@H](O)C=O
multiplicity = 1
energy above the lowest of the compared OMol25 structures with the same formula, charge and spin = 134.84 kJ/mol
lowest unoccupied orbital energy = 0.731 eV

Here are the Löwdin charges for atoms 1 to 8, given in e: number 1, C, carries -0.40; number 2, H, carries 0.09; number 3, H, carries 0.13; number 4, C, carries -0.05; number 5, C, carries -0.18; number 6, C, carries -0.30; number 7, H, carries 0.09; number 8, H, carries 0.09

---

Which formula does entry 5 have? C4H8O2S3

---

Copy entry 6 word for word.
# C4H8O3

2 unconnected molecules or ions with the total composition C4H8O3 (ωB97M-V/def2-TZVPD, the Open Molecules 2025 dataset).

Cartesian coordinates (Å):
C: -0.489 0.196 1.843
O: 0.562 -0.106 0.647
H: -1.042 -1.887 -0.325
H: 1.673 1.588 1.076
H: 0.533 1.737 -0.304
H: 0.205 0.483 2.677
C: 1.221 1.053 0.221
H: -1.810 -0.058 -1.796
C: -0.321 -1.428 -1.003
H: -0.838 -0.850 2.020
H: 2.043 0.772 -0.454
H: 0.614 -1.955 -1.218
O: -1.408 1.063 1.557
O: -0.129 -0.099 -2.952
C: -0.814 -0.509 -1.989

Computed properties:
highest occupied orbital energy (spin up / spin down) = -3.4 / -3.4 eV
multiplicity = 2
energy above the lowest of the compared OMol25 structures with the same formula, charge and spin = 115.50 kJ/mol
<S²> = 0.76
lowest unoccupied orbital energy (spin up / spin down) = 4.196 / 3.234 eV
net charge = -1

Here are the Löwdin charges for atoms 1 to 8, given in e: number 1, C, carries -0.47; number 2, O, carries -0.31; number 3, H, carries 0.06; number 4, H, carries 0.07; number 5, H, carries 0.08; number 6, H, carries 0.08; number 7, C, carries -0.19; number 8, H, carries 0.11